(a)
An isolated ion of composition C4H6N3 and charge +1. Source: OMol25; level of theory: ωB97M-V/def2-TZVPD.

Last column: natural (NBO) charge in e.
Element x y z (Å)
C 0.0627 1.1284 -2.4145  -0.3839
N 0.8749 0.7864 -1.2349  -0.5588
C 0.4647 0.4641 -0.0502  0.6433
N 0.0964 0.3789 1.0617  -0.1281
N -0.6964 -0.2696 1.9380  -0.2730
C -0.8192 -1.7363 1.9585  -0.0199
C -0.3750 -1.2390 3.0177  0.0426
H 0.6487 0.8371 -3.1905  0.2283
H -0.1644 2.1505 -2.4994  0.2357
H -0.7709 0.5027 -2.4298  0.2199
H 1.8458 0.4124 -1.3286  0.4481
H -1.3075 -2.2920 1.2020  0.2654
H 0.1401 -1.1237 3.9700  0.2804

## Properties
SMILES: C[NH+]=C=NN1C=C1
Orbital gap: 9.87 eV
Charge: +1

(b)
C4H6N3 as an isolated structure. Source: OMol25; level of theory: ωB97M-V/def2-TZVPD.

Last column: natural (NBO) charge in e.
Element x y z (Å)
C -2.2086 0.0469 0.1147  0.1149
C -1.4062 1.1961 0.2264  -0.0090
C -0.3309 -1.1088 -0.3022  0.2671
C 2.3039 -0.0549 0.0298  -0.2426
N -1.6085 -1.1167 -0.2376  -0.3365
N 0.3890 -0.0584 -0.0420  -0.0981
N -0.0997 1.0995 0.1852  -0.1167
H -3.2886 0.0317 0.1034  0.2529
H -1.8322 2.2058 0.2397  0.2554
H 0.3281 -1.8980 -0.6028  0.2211
H 2.4570 -1.1431 0.1805  0.2176
H 2.7079 0.2274 -0.8487  0.2141
H 2.5887 0.5726 0.9534  0.2599

## Properties
Orbital gap: 9.91 eV
Charge: +1

If we sort the structures by their calculated energies, the order from most to least stable is (b), (a).

(a)
CH7N2O as an isolated structure. Source: OMol25; level of theory: ωB97M-V/def2-TZVPD.

Last column: natural (NBO) charge in e.
Element x y z (Å)
N -0.4042 1.6214 0.3301  -0.9571
H 0.3336 2.1233 -0.1575  0.4259
H -0.5169 2.0362 1.2509  0.4213
H -1.2622 1.7852 -0.1913  0.4250
H -0.1734 0.3760 0.3774  0.4330
C 0.5401 -1.3596 -0.9333  0.5488
N 0.0852 -0.9381 0.4136  -0.8625
O 0.2785 -0.6879 -1.8677  -0.4435
H 1.1278 -2.2863 -0.9542  0.1593
H -0.7713 -1.4661 0.6044  0.4288
H 0.7627 -1.2040 1.1277  0.4208

## Properties
Orbital gap: 12.15 eV
Charge: +1

(b)
A 2-piece molecular cluster, CH7N2O overall. Source: OMol25; level of theory: ωB97M-V/def2-TZVPD.

Last column: natural (NBO) charge in e.
Element x y z (Å)
N 1.0591 0.1137 0.2144  -0.7738
C 0.3393 0.1929 -0.9400  0.4539
N -0.0133 1.2438 -1.6010  -0.6508
H 1.6184 0.9520 0.3988  0.3948
H 0.3815 0.0221 0.9895  0.4540
H 0.0558 -0.7821 -1.3315  0.2290
H -0.3999 1.2244 -2.5397  0.4469
H 0.3987 2.1600 -1.4166  0.4317
H -1.2219 -0.8606 2.6056  0.4787
H -1.8587 -1.3741 1.3785  0.4739
O -1.0328 -1.4654 1.8700  -0.9384

## Properties
Orbital gap: 10.85 eV
Charge: +1

(c)
A 2-piece molecular cluster, CH7N2O overall. Source: OMol25; level of theory: ωB97M-V/def2-TZVPD.

Last column: natural (NBO) charge in e.
Element x y z (Å)
O 1.6367 1.0865 1.0879  -0.9547
H 0.5615 0.2631 0.1297  0.4958
H 1.5070 0.9524 2.0097  0.4990
H 2.5607 1.3189 0.9811  0.5146
N 0.2157 -0.6391 -0.3393  -0.7518
C -1.2615 -0.4534 -0.4257  0.2234
N -1.6248 0.4761 -1.1585  -0.5347
H 0.5472 -0.6460 -1.2734  0.4503
H 0.4391 -1.5232 0.1860  0.4490
H -1.9090 -1.2832 0.0551  0.2139
H -2.6726 0.4479 -1.2526  0.3953

## Properties
Orbital gap: 12.33 eV
Charge: +1

If we sort the structures by their calculated energies, the order from most to least stable is (a), (b), (c).

(a)
A single C7H13N molecule. Source: OMol25; level of theory: ωB97M-V/def2-TZVPD.

Last column: natural (NBO) charge in e.
Element x y z (Å)
C 0.2007 0.5218 2.3109  -0.6203
C 0.4383 -0.2083 1.0355  0.0464
C 1.4736 -1.3613 1.2186  -0.6056
C -0.7834 -0.2159 0.0676  -0.2850
C -1.2813 -0.5388 -1.3728  -0.4007
C -0.9033 0.7399 -2.1360  -0.2480
N -0.0614 1.5339 -1.1869  -0.6021
C 0.4484 0.4391 -0.3240  -0.0808
H -0.2154 1.5466 2.1257  0.2206
H -0.5280 -0.0151 2.9382  0.2195
H 1.1306 0.6380 2.8530  0.2140
H 2.3394 -0.8566 1.5386  0.2097
H 1.6267 -1.7715 0.2081  0.2089
H 1.1682 -2.2608 1.8335  0.2226
H -1.4278 0.5855 0.5300  0.2046
H -2.4266 -0.7625 -1.4090  0.2129
H -0.8248 -1.4086 -1.8827  0.2128
H -1.7066 1.3480 -2.5216  0.1999
H -0.3977 0.3569 -3.0672  0.1697
H 0.6819 1.9149 -1.7207  0.3532
H 1.0486 -0.2250 -1.0388  0.1476

## Properties
SMILES: CC1(C)[C@@H]2CCN[C@H]21
Orbital gap: 9.86 eV

(b)
A single C7H13N molecule. Source: OMol25; level of theory: ωB97M-V/def2-TZVPD.

Last column: natural (NBO) charge in e.
Element x y z (Å)
C 1.2072 1.5984 0.9124  -0.4176
C 0.6712 0.7359 0.0487  -0.0268
C 1.1659 0.6261 -1.3661  -0.6677
C 0.1778 -0.8601 0.7166  -0.0533
N 1.3178 -1.6750 0.9517  -0.8719
C -0.8273 -1.4046 -0.1924  -0.2466
C -1.9498 -0.7178 -0.5045  -0.1736
C -2.1596 0.6360 -0.0177  -0.6691
H 0.8458 1.6765 1.9295  0.1888
H 1.9325 2.3435 0.6108  0.1913
H 1.8244 -0.2357 -1.4897  0.2098
H 0.3249 0.4775 -2.0457  0.2201
H 1.7362 1.5063 -1.6620  0.2144
H -0.2395 -0.5110 1.6605  0.2005
H 1.7119 -2.0780 0.1138  0.3895
H 1.5796 -1.7497 1.9244  0.4040
H -0.5547 -2.2841 -0.7646  0.2039
H -2.5414 -1.0458 -1.3516  0.2024
H -0.9921 1.1007 -0.0683  0.2620
H -2.2368 0.7002 1.0676  0.2155
H -2.9939 1.1607 -0.4734  0.2246

## Properties
SMILES: C=C(C)[C@H](N)/C=C\C
Orbital gap: 9.42 eV

(c)
A single C7H13N molecule. Source: OMol25; level of theory: ωB97M-V/def2-TZVPD.

Last column: natural (NBO) charge in e.
Element x y z (Å)
C -0.8656 2.4266 1.8184  -0.4239
C -1.3448 2.0690 0.6218  -0.1845
C -1.0288 0.6264 0.3134  0.1633
N -1.1191 -0.2084 1.4467  -0.8297
C -0.4866 0.2888 -0.8964  -0.2892
C 0.1740 -1.0004 -1.2360  -0.4328
C 1.5984 -1.0029 -0.9134  -0.3610
C 2.2854 -2.4720 -1.1387  -0.6192
H -0.8756 3.5212 2.0327  0.2017
H -0.2183 1.8882 2.4956  0.2034
H -1.8708 2.5080 -0.1574  0.2266
H -1.1176 0.3776 2.1925  0.3684
H -0.7752 -1.1292 1.6211  0.3918
H -0.4333 0.9702 -1.6708  0.1965
H 0.0196 -1.2038 -2.3412  0.1995
H -0.2356 -1.9036 -0.7314  0.1936
H 2.1106 -0.1578 -1.5427  0.1897
H 1.6983 -0.7452 0.0686  0.1883
H 1.9275 -3.3032 -0.5359  0.2070
H 3.3399 -2.3577 -0.7751  0.2051
H 2.2724 -2.6198 -2.1984  0.2053

## Properties
SMILES: C=C/C(N)=C/CCC
Orbital gap: 8.72 eV

(d)
A single C7H13N molecule. Source: OMol25; level of theory: ωB97M-V/def2-TZVPD.

Last column: natural (NBO) charge in e.
Element x y z (Å)
C 0.0558 -0.3880 4.0680  -0.6313
C -0.1824 0.0295 2.6738  -0.1631
C 0.4321 -0.4828 1.6600  -0.2358
C -0.0178 -0.2226 0.2975  -0.1926
C 0.2594 0.8286 -0.4633  -0.1800
C -0.3255 1.1334 -1.7936  -0.4545
C 0.2964 0.4119 -2.9944  -0.2016
N -0.3477 -0.9737 -3.0442  -0.8918
H 0.8220 -1.2591 3.8952  0.2075
H -0.8658 -0.9987 4.3088  0.2117
H 0.1393 0.2926 4.8217  0.2207
H -1.0415 0.6231 2.4379  0.1951
H 1.1427 -1.3404 1.8766  0.1966
H -0.5356 -1.1068 -0.1766  0.1800
H 0.6438 1.6583 0.0710  0.1951
H -0.3272 2.1699 -1.9360  0.2135
H -1.4005 0.8139 -1.7993  0.2174
H 1.4163 0.4567 -2.9706  0.1855
H -0.1882 0.7997 -3.9395  0.2027
H 0.1320 -1.5715 -3.7079  0.3558
H -0.6113 -1.5819 -2.2602  0.3690

## Properties
SMILES: C/C=C/C=C/CCN
Orbital gap: 10.09 eV

If we sort the structures by their calculated energies, the order from most to least stable is (c), (d), (b), (a).

(a)
C7H13N as an isolated structure. Source: OMol25; level of theory: ωB97M-V/def2-TZVPD.

Last column: natural (NBO) charge in e.
Element x y z (Å)
C 1.0674 1.1736 0.2756  -0.4486
C 1.8050 -0.1585 -0.1623  -0.3982
C 1.0233 -1.5575 0.1732  -0.3802
C -0.4335 -1.0721 -0.0162  -0.1350
C -1.7921 -0.7554 -0.5764  -0.3928
C -1.4143 0.5637 0.2001  -0.0579
C -0.2783 1.5579 -0.3352  -0.4310
H 0.8016 1.2207 1.4066  0.2664
H 1.7451 2.0305 -0.0582  0.2125
H 1.7360 -0.2405 -1.3231  0.1839
H 2.9212 -0.3394 0.0532  0.2235
H 1.3868 -2.1214 -0.7621  0.2040
H 1.1465 -2.0274 1.1115  0.2101
H -0.0938 -0.2946 -0.6336  0.2302
H -1.9325 -0.9035 -1.5963  0.2103
H -2.4983 -1.2996 0.0896  0.1820
H -2.3942 0.8872 0.5574  0.1865
H -0.4963 2.5633 0.1088  0.2308
H -0.3361 1.5912 -1.4492  0.2068
H -1.3310 -0.7123 1.7435  0.3361
N -0.6325 -0.1062 1.1934  -0.6393

## Properties
Orbital gap: 9.89 eV

(b)
A 2-piece molecular cluster, C7H13N overall. Source: OMol25; level of theory: ωB97M-V/def2-TZVPD.

Last column: natural (NBO) charge in e.
Element x y z (Å)
C -1.8887 2.3170 2.5113  -0.3734
C -1.6715 1.4284 1.5056  -0.2253
C -0.9762 1.8958 0.3082  -0.2345
C -0.7544 1.1413 -0.8012  -0.3725
H -1.5913 3.3248 2.2939  0.1825
H -2.3896 2.1389 3.4771  0.2054
H -1.8893 0.3474 1.6663  0.2074
H -0.6318 2.9247 0.3600  0.1999
H 0.1293 1.2626 -1.4696  0.2152
H -1.3969 0.3129 -1.0496  0.1935
C 0.4020 -1.9589 -2.6132  -0.5295
C 0.5352 -1.6950 -1.2829  0.0110
N 1.7071 -1.1261 -0.7306  -0.6288
C 1.8679 -1.2689 0.7207  -0.4108
H 1.2150 -1.7218 -3.2910  0.1892
H -0.5356 -2.3505 -3.0460  0.2104
H -0.2301 -1.9941 -0.5726  0.1944
H 2.5253 -1.1782 -1.3316  0.3811
H 2.6564 -0.6161 1.1275  0.2075
H 0.9163 -0.8870 1.1075  0.2011
H 2.0009 -2.2973 1.1102  0.1762

## Properties
SMILES: C=CC=C.C=CNC
Orbital gap: 8.87 eV

If we sort the structures by their calculated energies, the order from most to least stable is (b), (a).

(a)
A single C4H9NO2S molecule. Source: OMol25; level of theory: ωB97M-V/def2-TZVPD.

Last column: natural (NBO) charge in e.
Element x y z (Å)
C -0.8715 1.0113 -1.0767  -0.8282
C -0.9369 -1.2423 0.2454  -0.6598
C 0.6944 0.5863 0.5223  0.1062
C 0.5394 -0.9865 0.3551  0.0343
N 1.7950 1.3129 0.2311  -0.8117
O -2.3152 0.8223 1.0135  -1.0119
O 1.2024 -1.4189 -0.9036  -0.7188
S -2.0705 0.0891 -0.2837  1.2550
H -0.9555 2.1278 -0.8874  0.2409
H -0.5146 0.6188 -1.9811  0.2185
H -1.1035 -2.2213 -0.2831  0.2193
H -1.3813 -1.3393 1.2590  0.2589
H -0.0129 0.9163 1.2981  0.2327
H 0.9140 -1.3835 1.2544  0.1955
H 2.6740 0.9876 -0.0157  0.4040
H 1.6678 2.3232 0.4288  0.3959
H 0.6749 -2.2037 -1.1765  0.4692

## Properties
Orbital gap: 8.00 eV

(b)
A 2-piece molecular cluster, C4H9NO2S overall. Source: OMol25; level of theory: ωB97M-V/def2-TZVPD.

Last column: natural (NBO) charge in e.
Element x y z (Å)
C -1.5506 0.8597 -0.9161  -0.6052
C -1.2127 -0.6353 -0.9238  -0.4921
C -0.1415 -0.9586 0.0613  0.0180
C -0.3392 -0.5223 1.4662  -0.7098
S 1.2261 -1.7098 -0.4035  0.0104
H -2.2393 1.0816 -1.7260  0.2183
H -2.0158 1.1556 0.0197  0.2019
H -0.6463 1.4434 -1.0609  0.2236
H -0.8852 -0.9311 -1.9216  0.2292
H -2.1122 -1.2089 -0.6764  0.2232
H -0.0455 0.5253 1.5459  0.2493
H -1.3841 -0.6051 1.7593  0.2220
H 0.2846 -1.0979 2.1440  0.2372
O 1.8894 1.4542 -0.8156  -0.2981
N 2.1326 0.7577 0.1187  0.3321
O 3.4871 0.5037 0.2919  -0.5451
H 3.5524 -0.1121 1.0369  0.4850

## Properties
SMILES: CCC(C)=S.O=NO
Orbital gap: 8.48 eV

(c)
C4H9NO2S as an isolated structure. Source: OMol25; level of theory: ωB97M-V/def2-TZVPD.

Last column: natural (NBO) charge in e.
Element x y z (Å)
C -0.4840 -1.1751 -1.2546  -0.2433
C -1.1653 -0.0078 -0.4743  -0.4552
C -0.4427 0.4007 0.8026  -0.4411
C 0.8064 1.4014 0.6075  0.7281
H 1.4567 -0.5444 -0.9281  0.3384
H 0.5473 0.1075 -2.2416  0.3543
H -0.8976 -1.4147 -2.2884  0.2249
H -0.2771 -1.9365 -0.4684  0.1951
H -1.4249 0.9436 -1.1247  0.2554
H -2.2939 -0.3721 -0.2419  0.2247
H -1.1948 1.1046 1.3335  0.2844
H 0.4352 -0.2951 3.3484  0.2054
H 1.6122 -0.2288 0.9946  0.4578
N 0.8451 -0.7519 -1.6826  -0.8120
O 1.9525 0.9978 1.0801  -0.6451
O 0.5943 2.7028 0.4367  -0.6184
S -0.0695 -0.9321 2.1012  -0.0533

## Properties
Orbital gap: 9.67 eV

(d)
C4H9NO2S as an isolated structure. Source: OMol25; level of theory: ωB97M-V/def2-TZVPD.

Last column: natural (NBO) charge in e.
Element x y z (Å)
C 0.8629 0.4259 -0.8925  -0.6899
C 0.1659 0.2199 0.4745  -0.0515
C -2.2486 0.1095 -0.2997  -0.6265
C -1.0787 -0.6209 0.3510  -0.4119
N 1.3000 -0.5094 1.0870  -0.8614
O 3.1230 -1.1247 -0.5273  -0.8989
O 3.0718 1.2658 0.1786  -0.9194
S 2.3789 0.0031 -0.0623  2.2940
H 0.4856 -0.2209 -1.6349  0.2405
H 0.6876 1.4543 -1.2067  0.2545
H -0.1806 1.2115 0.9576  0.1936
H -2.8947 0.7769 0.4155  0.2220
H -2.8731 -0.5451 -0.8863  0.2261
H -1.8048 0.7340 -1.1726  0.1984
H -0.8607 -1.6106 -0.2443  0.2146
H -1.3542 -0.9776 1.4312  0.2067
H 1.2198 -0.5917 2.0312  0.4089

## Properties
Orbital gap: 10.96 eV

If we sort the structures by their calculated energies, the order from most to least stable is (d), (b), (c), (a).

(a)
A 2-piece molecular cluster, C4H9NO2S overall. Source: OMol25; level of theory: ωB97M-V/def2-TZVPD.

Last column: natural (NBO) charge in e.
Element x y z (Å)
O -0.8697 -0.1643 -2.4513  -0.5867
C -0.5138 -0.1325 -1.2939  0.6881
N -1.2884 -0.9440 -0.4337  -0.6571
C -1.6262 -0.5783 0.9375  0.0770
O -1.7302 0.7890 1.1456  -0.7173
C 0.8037 0.5939 -0.9473  -0.5244
C 1.9030 -0.2830 -0.1563  -0.5204
S 1.6673 0.1019 1.6665  -0.0409
H -2.1981 -0.9866 -0.9010  0.3925
H -0.8928 -1.0447 1.5980  0.1611
H -2.5204 -1.1586 1.2581  0.1755
H -0.9223 1.0362 1.6080  0.4841
H 0.6145 1.4173 -0.2005  0.2335
H 1.1261 0.9324 -1.9773  0.2574
H 1.6262 -1.3443 -0.1954  0.2289
H 2.9079 -0.2021 -0.6421  0.2339
H 1.9131 1.9674 0.9850  0.1150

## Properties
Orbital gap: 8.08 eV

(b)
A single C4H9NO2S molecule. Source: OMol25; level of theory: ωB97M-V/def2-TZVPD.

Last column: natural (NBO) charge in e.
Element x y z (Å)
C -1.2088 -0.6182 -0.0947  -0.6094
C 0.2310 -0.0032 -0.4035  -0.1809
C 0.0603 1.4122 -0.7236  -0.6144
C 1.2807 -0.4174 0.7691  -0.2009
S 0.9758 -2.1427 1.5075  -0.0124
N 2.5830 -0.4313 0.1037  0.5176
O 2.9890 0.6664 -0.1431  -0.3840
O 3.1865 -1.4257 -0.2063  -0.3724
H -1.6651 0.2318 0.2583  0.2004
H -1.0935 -1.4237 0.7214  0.2154
H -1.6760 -1.0895 -0.9957  0.2300
H 0.7622 -0.4152 -1.2807  0.2010
H -0.3087 1.8415 0.2249  0.1883
H 1.0017 1.8277 -0.9117  0.2333
H -0.6557 1.4670 -1.4799  0.2236
H 1.2186 0.4366 1.4087  0.2362
H 2.1606 -2.4951 1.5030  0.1287

## Properties
SMILES: CC(C)[C@@H](S)[N+](=O)[O-]
Orbital gap: 10.00 eV

If we sort the structures by their calculated energies, the order from most to least stable is (a), (b).